Record 1
Computed, not measured: C51H31Br2I4N9Y as an isolated structure, with ωB97M-V/def2-TZVPD.

The value obtained for the energy above the lowest of the compared OMol25 structures with the same formula, charge and spin is 22.0 kJ/mol. The calculation puts the molar mass at 1526.20 u. The charge is +1. As for the HOMO energy (spin up / spin down): -9.33 / -9.33 eV. The calculation puts the gap between HOMO and LUMO (spin up / spin down) at 5.18 / 5.18 eV. The total energy is -8832.00260 hartree.

Geometry (Å):
Y  -0.19629  -0.25743  0.14543
I  -0.04751  -8.72331  4.49260
C  0.26208  -7.04649  3.30329
C  0.94315  -5.95108  3.80844
C  1.13244  -4.83149  3.01438
C  0.68679  -4.76913  1.68268
C  -0.06793  -5.86555  1.23958
C  -0.26112  -6.99504  2.02245
C  0.83532  -3.52107  0.86891
C  1.75015  -2.51548  1.24319
C  3.03381  -2.72098  1.88694
C  3.70585  -1.54924  1.83894
C  2.84226  -0.57740  1.21059
C  3.16208  0.77191  1.00175
C  4.49225  1.24759  1.50809
C  5.45893  1.70467  0.61596
C  6.69441  2.15398  1.06675
C  6.96759  2.15161  2.42691
I  8.81274  2.83177  3.11324
C  6.02067  1.70169  3.33593
C  4.79044  1.25156  2.87008
C  2.34065  1.74109  0.38450
N  1.13316  1.51282  -0.20130
C  0.63385  2.72302  -0.62249
C  -0.53143  2.90035  -1.36609
C  -0.96896  4.29965  -1.67281
C  -2.14246  4.80173  -1.11178
C  -2.57272  6.09336  -1.39506
C  -1.82639  6.88552  -2.25677
I  -2.47614  8.81404  -2.70561
C  -0.65890  6.40207  -2.82923
C  -0.23552  5.11070  -2.53389
C  -1.28963  1.85052  -1.94746
C  -2.28071  2.00721  -2.97250
C  -2.59955  0.75780  -3.41386
C  -1.81630  -0.17342  -2.65164
N  -1.06351  0.52237  -1.74601
C  -1.75655  -1.57386  -2.84575
C  -1.04201  -2.48355  -2.04835
C  -0.73882  -3.83795  -2.40104
C  -0.06081  -4.39185  -1.35670
C  0.07849  -3.37926  -0.35539
N  -0.48961  -2.22452  -0.80045
C  -2.45832  -2.12348  -4.04816
C  -3.41250  -3.13281  -3.92207
C  -4.04470  -3.66730  -5.03837
C  -3.71257  -3.19468  -6.29957
I  -4.63631  -4.00542  -7.98087
C  -2.76608  -2.19176  -6.45144
C  -2.14761  -1.65904  -5.32661
C  1.55690  3.76484  -0.23151
C  2.61665  3.16016  0.35480
N  1.67186  -1.20067  0.85243
H  1.30505  -5.95470  4.82849
H  1.58505  -3.97114  3.47535
H  -0.54625  -5.84898  0.27238
H  -0.83647  -7.82471  1.63242
H  3.42801  -3.66465  2.22548
H  4.71854  -1.37074  2.16996
H  5.24702  1.70013  -0.44843
H  7.43923  2.49705  0.35848
H  6.23620  1.70075  4.39711
H  4.04994  0.89766  3.58230
H  -2.73097  4.17486  -0.44654
H  -3.48092  6.47806  -0.94734
H  -0.08226  7.02203  -3.50325
H  0.67342  4.72536  -2.98739
H  -2.65380  2.95313  -3.34197
H  -3.30262  0.49362  -4.19076
H  -0.96125  -4.30289  -3.35202
H  0.38768  -5.37501  -1.32685
H  -3.67465  -3.49642  -2.93382
H  -4.78878  -4.44518  -4.92298
H  -2.50563  -1.82937  -7.43771
H  -1.39469  -0.88812  -5.44580
H  1.41464  4.82299  -0.40143
H  3.49938  3.63454  0.75668
N  -4.47915  1.30166  0.65529
C  -3.78377  0.20094  0.36763
N  -2.54872  0.36545  0.77640
C  -2.54746  1.62600  1.31005
N  -3.70913  2.22771  1.26579
C  -1.36255  2.16916  1.99546
C  -1.31028  3.47767  2.44945
N  -0.28268  3.92289  3.16594
C  0.68089  3.04512  3.43750
C  0.63923  1.74262  2.96409
N  -0.37534  1.30055  2.22632
H  -5.45097  1.49312  0.48480
H  -4.19454  -0.67349  -0.11965
H  -2.12167  4.16653  2.23765
H  1.51940  3.39108  4.03248
H  1.43806  1.03943  3.17137
Br  -3.01781  0.16854  4.43322
C  -1.60305  -1.12776  4.51472
Br  -1.25886  -2.03492  2.84747
H  -1.88848  -1.89616  5.21459
H  -0.69050  -0.63316  4.80204

Atoms 1-6, force components in eV/Å:
Y -1.5 0.9 1.9
I 0.0 0.0 0.0
C 0.0 -0.1 0.0
C 0.0 0.1 -0.1
C 0.0 0.0 -0.1
C -0.1 0.1 -0.1

=====

Record 2
Computed, not measured: C51H32Cl5IN5O2PSSr as an isolated structure, with ωB97M-V/def2-TZVPD.

The value obtained for the energy above the lowest of the compared OMol25 structures with the same formula, charge and spin is 170.2 kJ/mol. The calculation puts the molar mass at 1201.68 u. The charge is -2. As for the HOMO energy: -1.72 eV. The calculation puts the gap between HOMO and LUMO at 5.29 eV. The total energy is -5756.00027 hartree.

Geometry (Å):
Sr  -1.34224  -1.25575  -0.11214
O  -2.91306  -3.35221  3.52647
C  -1.94414  -2.71465  3.07857
N  -1.90335  -1.45922  2.63817
C  -2.98781  -0.63668  2.99521
C  -3.58352  -0.71585  4.26117
C  -4.57666  0.16012  4.66393
C  -5.01339  1.15342  3.79890
C  -4.43298  1.26849  2.54476
C  -3.42466  0.39100  2.12609
N  -2.81098  0.44727  0.86127
C  -2.98700  1.46345  0.03331
O  -3.57264  2.55701  0.13484
C  -2.37798  1.21883  -1.33085
C  -3.32008  1.04314  -2.49321
C  -2.84750  1.91679  -3.61307
C  -1.54096  1.86422  -3.83560
C  -0.78234  0.92279  -2.94685
N  -1.12384  1.12771  -1.53151
C  -0.61539  -3.47655  3.08568
C  -0.65788  -4.77500  3.60162
C  0.50787  -5.50191  3.72053
C  1.69907  -4.90871  3.32952
C  1.64504  -3.62806  2.81246
N  0.52596  -2.91549  2.68030
H  -3.25823  -1.49881  4.93073
H  -5.01030  0.05961  5.65353
H  -5.79607  1.84310  4.09588
H  -4.73899  2.05186  1.86984
H  -4.35766  1.18598  -2.20779
H  -3.54310  2.53607  -4.16505
H  -1.03232  2.43102  -4.60415
H  0.29763  1.03857  -3.05529
H  -1.62484  -5.16496  3.88318
H  0.48993  -6.51510  4.10485
H  2.64617  -5.42891  3.39409
H  2.55707  -3.15064  2.46922
Cl  0.91486  -4.82495  -0.18989
C  -0.79519  -5.06739  0.19594
C  -1.65245  -3.99075  0.08638
C  -2.97279  -4.28561  0.37241
Cl  -4.14388  -2.97790  0.21567
C  -3.43597  -5.52892  0.78879
Cl  -5.10408  -5.80689  1.15200
C  -2.51621  -6.56710  0.91558
Cl  -3.03553  -8.13110  1.45301
C  -1.17732  -6.34159  0.60537
Cl  -0.03406  -7.63948  0.76372
S  -3.03584  -0.73972  -2.92123
C  -1.06110  -0.57459  -3.34991
C  -0.87209  -0.81284  -4.79889
C  -0.07816  -1.81366  -5.24089
C  0.60298  -2.66686  -4.33437
C  0.38697  -2.42330  -2.99704
N  -0.36677  -1.45210  -2.48075
H  -1.41715  -0.18101  -5.48863
H  0.02881  -1.96180  -6.31215
H  1.23356  -3.48098  -4.66022
H  0.85324  -3.06694  -2.25695
I  2.18999  -0.74044  1.00316
C  3.90751  -0.19522  -0.06471
C  4.74757  -1.25032  -0.30179
C  6.05657  -1.05706  -0.77784
C  6.51995  0.20843  -0.95251
C  5.67410  1.32425  -0.74343
C  6.21037  2.62253  -0.92802
C  5.42428  3.72118  -0.78491
C  4.05014  3.55241  -0.53099
C  3.46633  2.32259  -0.34505
P  1.61231  2.18131  -0.45588
C  1.21351  3.58075  -1.57644
C  0.10081  4.38423  -1.33574
C  -0.33010  5.30235  -2.28541
C  0.33981  5.43147  -3.49144
C  1.43725  4.61882  -3.75311
C  1.86024  3.69649  -2.81058
C  1.03735  2.86022  1.15546
C  -0.07893  2.26537  1.73392
C  -0.61984  2.74192  2.92096
C  -0.03346  3.82841  3.54906
C  1.08202  4.43755  2.98376
C  1.60907  3.96047  1.79414
C  4.30848  1.15234  -0.36340
H  4.40693  -2.25294  -0.08001
H  6.69109  -1.91509  -0.95963
H  7.54161  0.39056  -1.26574
H  7.25822  2.71227  -1.19163
H  5.82826  4.71728  -0.91892
H  3.42185  4.43262  -0.55829
H  -0.45349  4.27665  -0.41139
H  -1.20626  5.90457  -2.07973
H  -0.00048  6.14411  -4.23299
H  1.95524  4.69162  -4.70223
H  2.70215  3.05170  -3.03821
H  -0.56351  1.43385  1.24268
H  -1.50024  2.26321  3.33109
H  -0.44842  4.20729  4.47527
H  1.53941  5.29193  3.46938
H  2.47161  4.45380  1.36460

Atoms 1-6, force components in eV/Å:
Sr 0.3 -1.0 0.4
O 0.0 0.0 0.1
C 0.0 0.1 0.0
N 0.0 0.1 -0.3
C 0.1 0.0 0.1
C 0.0 0.0 0.0